Here is a single C6H15N molecule in a non-equilibrium geometry from the Open Molecules 2025 dataset. Energies are from the ωB97M-V functional and the def2-TZVPD basis.

The structure (SMILES) is CC(C)C[C@@H](C)N. For the LUMO energy, the calculation gives 1.083 eV. Its highest occupied orbital energy is -9.39 eV. The value obtained for the energy above the lowest of the compared OMol25 structures with the same formula, charge and spin is 18.9 kcal per mole.

XYZ file:
```
22
Properties=species:S:1:pos:R:3:forces:R:3:nbo_charge:R:1
C -1.0144 1.0764 -1.6204 -0.449 -1.181 0.636 -0.619
C -0.5975 -0.2800 -0.9999 0.192 -0.425 -0.064 -0.223
C -0.3431 -1.3861 -2.0651 1.875 1.160 0.378 -0.615
C 0.6233 -0.2342 -0.0883 0.353 0.517 1.243 -0.381
C 0.6082 0.6840 1.2010 -1.154 -1.762 -1.420 -0.055
C -0.4584 0.0979 2.1330 -0.336 0.765 0.745 -0.634
N 1.9515 0.5928 1.7305 0.409 0.065 0.523 -0.826
H -1.9019 1.4364 -1.0974 0.250 0.396 0.180 0.211
H -0.1974 1.7868 -1.5533 -0.079 0.250 -0.410 0.211
H -1.3815 0.8590 -2.6205 0.376 0.498 -0.314 0.209
H -1.4097 -0.6580 -0.3749 -0.210 0.184 -0.074 0.192
H -0.5684 -2.3646 -1.6539 -0.706 -0.154 -0.655 0.218
H -0.6428 -1.0409 -3.0493 -1.134 -0.793 -0.066 0.214
H 0.7407 -1.4472 -2.2657 0.007 0.055 0.376 0.200
H 0.7400 -1.2369 0.3405 0.187 -0.163 -0.263 0.184
H 1.5612 0.0027 -0.6021 -0.244 0.012 -0.325 0.211
H 0.3261 1.6695 0.8429 0.313 0.471 0.426 0.188
H -0.4805 0.5803 3.1204 0.434 -0.075 -0.060 0.205
H -1.4960 0.2360 1.8190 0.119 -0.146 -0.538 0.210
H -0.2687 -0.9645 2.2805 -0.037 -0.094 0.044 0.198
H 2.1785 -0.3964 1.8573 -0.018 0.270 -0.175 0.347
H 2.0307 0.9868 2.6657 -0.148 0.148 -0.187 0.355
```
Forces are in eV/Å.

Here is a molecular structure, C8H10N2SSn in a non-equilibrium geometry from the Open Molecules 2025 dataset. Energies are from the ωB97M-V functional and the def2-TZVPD basis.

For the LUMO energy (alpha / beta), the calculation gives 5.583 / 5.583 eV. Its highest occupied orbital energy (alpha / beta) is 2.86 / 2.86 eV. The value obtained for the energy above the lowest of the compared OMol25 structures with the same formula, charge and spin is 2.5 kcal per mole. Its net charge is -2.

XYZ file:
```
22
Properties=species:S:1:pos:R:3:forces:R:3:nbo_charge:R:1
C -0.8910 1.3606 -2.1104 0.922 2.024 -0.579 -0.412
C 0.5122 1.1773 -2.3678 -0.518 0.913 0.135 -0.361
C 1.2414 1.7901 -1.3165 -0.582 1.342 -0.615 -0.353
C 0.3066 2.4327 -0.4484 0.443 0.132 -0.910 -0.345
C -1.0019 2.1910 -0.9414 0.482 0.042 -0.971 -0.375
Sn -0.3804 -0.2923 -0.3356 -0.901 -2.049 0.805 0.081
N -1.0886 -0.5838 1.8384 -2.019 -1.152 0.586 -1.246
C 0.1737 -2.9432 0.0554 -0.007 -1.231 -0.481 -0.563
C 1.1826 -2.4172 -0.6972 0.460 -0.362 0.419 -0.564
H 2.3252 1.8279 -1.2245 -0.325 -0.223 0.105 0.194
H 0.9398 0.7149 -3.2526 -0.102 -0.277 0.293 0.199
H 0.5666 3.0927 0.3770 -0.116 -0.420 0.007 0.200
H -1.9115 2.6613 -0.5821 0.071 -0.419 0.172 0.208
H -1.7084 1.0446 -2.7510 0.242 -0.069 0.303 0.221
H 1.1197 -2.3549 -1.7808 -0.248 0.284 0.014 0.182
H -0.7975 -3.1645 -0.3654 0.101 -0.180 -0.084 0.215
H -2.0451 -0.6349 2.2546 1.010 0.300 -0.823 0.368
H 2.1748 -2.2337 -0.2976 -0.101 -0.041 0.148 0.188
H 0.2937 -3.1665 1.1050 -0.005 0.335 0.153 0.191
S -0.0308 0.1390 2.8180 1.170 1.375 1.263 0.471
C -0.3708 -0.2085 4.4494 -0.092 -0.541 0.708 0.010
N -0.6101 -0.4328 5.5733 0.116 0.215 -0.650 -0.509
```
Forces are in eV/Å.

Here is a molecular structure, C17H20NO7S2W from the Open Molecules 2025 dataset. Energies are from the ωB97M-V functional and the def2-TZVPD basis.

As for the spin multiplicity: 2. For the LUMO energy (alpha / beta), the calculation gives -7.691 / -10.083 eV. The expectation value of S² is 0.7792. Its highest occupied orbital energy (alpha / beta) is -16.34 / -16.34 eV. The value obtained for the energy above the lowest of the compared OMol25 structures with the same formula, charge and spin is 0.0 kcal per mole. Its net charge is +2.

XYZ file:
```
48
Properties=species:S:1:pos:R:3:forces:R:3:mulliken_spin:R:1
W 0.1318 -1.0621 -0.1186 0.023 -0.031 0.117 -0.004
O 0.2021 2.6888 0.7997 0.020 -0.021 -0.031 0.001
C 0.1090 1.5776 1.2243 -0.055 0.036 0.080 -0.006
O 0.8808 0.5577 0.7785 0.051 0.088 0.010 0.000
C -0.9218 1.1484 2.2670 -0.001 -0.026 0.027 -0.004
C -0.4914 -0.1501 2.9362 -0.002 -0.022 -0.031 0.026
C -1.3773 -0.5421 4.1062 -0.010 0.012 0.008 0.000
C -2.6687 -1.0313 3.4081 0.006 -0.004 0.012 0.002
C -2.3496 -0.7879 1.9484 0.018 0.051 -0.028 -0.003
O -0.9059 -1.1236 1.8835 -0.029 -0.012 -0.027 0.004
C -2.2938 0.7190 1.6217 -0.005 -0.086 0.032 0.001
C -2.3122 0.8481 0.1266 -0.023 0.040 0.039 0.000
O -3.0047 1.5440 -0.5374 -0.010 -0.007 -0.015 0.000
O -1.4300 -0.0259 -0.4665 0.005 0.002 -0.024 0.000
H -1.0636 1.9683 2.9673 0.015 0.022 -0.019 -0.002
H 0.5767 -0.2383 3.1058 0.004 0.012 -0.003 -0.017
H -1.5394 0.3102 4.7639 -0.005 -0.001 -0.003 -0.001
H -0.9168 -1.3332 4.6935 0.002 -0.001 -0.003 0.000
H -3.5587 -0.4820 3.7087 0.002 0.003 0.001 0.000
H -2.8461 -2.0888 3.5889 -0.001 0.001 -0.001 0.000
H -2.8806 -1.4051 1.2294 -0.002 -0.002 0.001 -0.001
H -3.1344 1.2722 2.0317 0.001 0.007 -0.001 0.000
O -0.4922 -2.6109 -0.3585 -0.038 -0.058 -0.001 0.010
N 2.2964 -1.6778 -0.5402 0.009 -0.021 -0.014 0.054
C 3.0821 -1.6014 -1.5951 0.007 -0.003 0.001 0.036
C 4.3867 -2.1218 -1.5710 0.002 0.000 -0.003 0.144
C 4.8684 -2.7380 -0.4297 -0.013 0.000 0.011 -0.042
C 4.0396 -2.8346 0.6819 0.008 0.002 -0.017 0.143
C 2.7592 -2.2895 0.5831 -0.036 0.016 -0.002 -0.036
S 1.5437 -2.2917 1.7516 0.018 0.004 -0.018 0.671
H 2.6841 -1.1333 -2.4821 0.002 -0.003 -0.001 0.018
H 4.9984 -2.0353 -2.4583 0.002 -0.002 0.002 0.002
H 5.8707 -3.1438 -0.4032 0.000 0.001 -0.001 0.002
H 4.3543 -3.3133 1.5993 0.002 -0.001 -0.001 0.000
O 0.5236 -0.5432 -1.9798 0.067 -0.027 -0.070 -0.001
S 0.3827 0.5307 -3.1337 -0.053 0.020 0.029 0.000
C -1.3757 0.7834 -3.4875 0.002 -0.034 -0.027 0.000
C -1.5107 2.3016 -3.6033 -0.001 -0.001 0.014 0.000
C -0.7057 2.9032 -2.4529 -0.006 0.011 0.022 0.000
C 0.6409 2.1828 -2.4231 0.010 0.005 -0.025 0.001
H -1.9322 0.3859 -2.6411 0.007 0.018 -0.028 0.000
H -1.6064 0.2268 -4.3932 -0.007 0.005 0.000 0.000
H -2.5652 2.5670 -3.5440 -0.004 0.003 -0.003 0.000
H -1.1361 2.6471 -4.5687 0.002 0.002 -0.001 0.000
H -1.2277 2.7636 -1.5096 0.019 0.005 -0.027 0.000
H -0.5457 3.9717 -2.5853 -0.002 0.001 -0.003 0.000
H 1.0854 2.0696 -1.4337 0.001 -0.007 0.017 0.000
H 1.3760 2.6377 -3.0890 0.001 0.001 0.006 0.000
```
Forces are in eV/Å.

Here is a molecular structure, C19H27Cl2GeN2O3PtSe in a non-equilibrium geometry from the Open Molecules 2025 dataset. Energies are from the ωB97M-V functional and the def2-TZVPD basis.

For the LUMO energy, the calculation gives -11.825 eV. Its highest occupied orbital energy is -16.98 eV. The value obtained for the energy above the lowest of the compared OMol25 structures with the same formula, charge and spin is 16.2 kcal per mole. Its net charge is +3.

XYZ file:
```
56
Properties=species:S:1:pos:R:3:forces:R:3:nbo_charge:R:1
Pt -0.9900 0.8315 -0.7781 0.250 1.409 -1.053 0.733
Cl -1.3328 -0.7374 4.5001 0.114 -0.443 0.116 0.316
C -1.6825 0.7469 3.8959 0.026 0.299 -1.126 0.010
C -1.9901 1.8141 4.6757 -0.180 0.566 -0.249 -0.312
C -2.3031 3.0568 4.0676 0.163 -0.623 -0.233 0.171
Cl -2.6776 4.2873 5.0871 -0.151 0.517 0.329 0.323
C -2.3210 3.3036 2.6155 0.024 -0.075 0.593 -0.103
C -2.6476 4.5368 2.0584 -0.073 0.147 -0.119 -0.060
C -2.6428 4.6489 0.6783 -0.052 0.147 0.113 -0.211
C -2.3114 3.5519 -0.0925 0.141 -0.551 -0.109 0.121
N -1.9812 2.3543 0.4443 -0.359 -0.322 0.030 -0.460
C -1.9997 2.2519 1.7681 0.219 -0.446 0.413 0.125
C -1.6582 0.8957 2.3533 -0.453 0.693 0.634 0.564
O -1.4368 -0.0188 1.6299 0.244 -0.937 0.432 -0.429
H -2.0162 1.7263 5.7549 -0.005 0.057 -0.023 0.297
H -2.9061 5.3853 2.6807 0.015 -0.037 -0.052 0.270
H -2.8995 5.5824 0.1956 0.009 -0.024 0.005 0.279
H -2.3055 3.6030 -1.1728 0.010 0.020 0.020 0.250
C -4.6403 1.6959 -2.0038 -0.175 0.473 -0.135 -1.110
Ge -5.2355 0.2275 -0.9051 0.484 -0.460 -0.089 1.641
C -6.8931 -0.5708 -1.4271 -0.445 0.070 0.067 -1.088
C -5.0276 0.5502 0.9922 -0.198 0.303 0.347 -1.094
C -3.9699 -1.2973 -1.1967 -0.207 0.179 0.168 -1.063
Se -2.1180 -1.0794 -1.6356 -0.307 -0.246 0.450 0.727
C -2.2903 -0.6604 -3.5097 -0.014 0.190 -0.009 -0.790
H -5.1478 2.6230 -1.7233 0.036 -0.052 -0.046 0.253
H -4.8750 1.5032 -3.0515 0.043 0.029 0.013 0.258
H -3.5669 1.8426 -1.8965 0.115 -0.015 -0.076 0.200
H -7.7434 0.0735 -1.2052 -0.015 -0.021 -0.040 0.264
H -7.0275 -1.5040 -0.8800 -0.043 -0.033 -0.062 0.255
H -6.8852 -0.7757 -2.4971 -0.033 -0.037 0.007 0.254
H -5.5719 1.4403 1.3171 0.058 -0.039 0.019 0.246
H -3.9683 0.6681 1.2228 -0.084 -0.037 0.001 0.180
H -5.4179 -0.3013 1.5510 0.040 0.012 0.010 0.259
H -4.4010 -1.8901 -2.0055 0.234 -0.193 0.019 0.270
H -3.9590 -1.8910 -0.2817 -0.054 -0.148 -0.106 0.262
H -2.7859 0.2944 -3.6477 -0.041 -0.005 -0.026 0.245
H -2.8789 -1.4717 -3.9317 0.046 -0.016 -0.082 0.262
H -1.2890 -0.6507 -3.9269 -0.002 -0.018 -0.071 0.254
O 0.4690 0.1955 -2.0015 0.312 -0.164 0.134 -0.610
C 1.2873 1.1092 -1.6584 0.263 0.071 -0.201 0.765
O 0.9123 2.0511 -0.9135 0.011 -0.359 -0.017 -0.691
C 2.7345 1.0007 -2.1078 0.052 0.174 -0.154 -0.152
N 3.2506 2.4095 -2.2619 -0.085 -0.096 -0.155 -0.498
C 2.9282 2.7929 -3.6982 0.046 -0.127 0.157 -0.219
C 3.2147 1.5099 -4.4719 -0.024 -0.034 0.104 -0.435
C 2.9841 0.3431 -3.4737 -0.094 0.205 -0.009 -0.424
H 3.2667 0.5159 -1.2896 0.059 -0.027 0.026 0.276
H 4.2593 2.4332 -2.1160 0.091 0.001 0.037 0.448
H 2.8114 3.0237 -1.5728 -0.008 0.087 0.024 0.460
H 3.5299 3.6502 -3.9844 0.026 0.023 0.009 0.260
H 1.8768 3.0739 -3.7107 -0.033 -0.016 0.017 0.222
H 4.2402 1.5086 -4.8347 0.022 -0.018 0.001 0.250
H 2.5658 1.4427 -5.3399 -0.003 -0.011 -0.041 0.262
H 3.8529 -0.3070 -3.4249 0.015 -0.014 0.021 0.260
H 2.1318 -0.2742 -3.7404 -0.030 -0.029 -0.031 0.259
```
Forces are in eV/Å.

Here is 3 unconnected molecules or ions with the total composition C4H17N2O2 in a non-equilibrium geometry from the Open Molecules 2025 dataset. Energies are from the ωB97M-V functional and the def2-TZVPD basis.

For the LUMO energy, the calculation gives -2.901 eV. Its highest occupied orbital energy is -13.19 eV. The value obtained for the energy above the lowest of the compared OMol25 structures with the same formula, charge and spin is 72.1 kcal per mole. Its net charge is +1.

XYZ file:
```
25
Properties=species:S:1:pos:R:3:forces:R:3:nbo_charge:R:1
N -1.0965 -1.0231 -0.4613 1.142 2.693 -0.432 -0.737
C 0.2009 -0.1103 -0.5258 0.285 1.709 0.969 -0.039
C 1.2891 -0.5424 -1.4757 -4.174 -1.141 -2.040 -0.617
C 0.7018 0.1419 0.9527 -0.527 -3.989 0.612 -0.258
N -0.4367 0.6280 1.7437 -0.104 -1.762 -2.614 -0.675
C -0.4044 2.0057 1.9835 -0.990 3.245 -0.153 -0.418
H -0.8409 -1.9980 -0.4397 0.025 -0.742 -0.122 0.456
H -1.4721 -0.7677 0.4956 -0.199 0.138 -1.220 0.461
H -1.6729 -0.7027 -1.2910 0.458 -0.842 1.493 0.456
H -0.1887 0.8298 -0.9730 0.005 -0.507 0.657 0.235
H 0.6633 -1.0745 -2.3133 1.588 1.337 0.713 0.219
H 1.8560 -1.3140 -1.1181 1.893 -1.735 1.199 0.223
H 1.8376 0.3042 -1.8156 0.402 0.388 -0.368 0.244
H 1.1098 -0.9327 1.3389 -1.429 1.864 -0.644 0.184
H 1.6870 0.5764 1.1216 -0.277 1.224 -0.692 0.246
H -0.6330 0.1585 2.5849 0.229 -0.817 1.065 0.384
H -1.3087 2.3971 2.5207 0.578 -0.583 -0.690 0.225
H 0.3917 2.1237 2.6481 1.517 1.206 1.200 0.182
H -0.2165 2.7071 1.1013 -0.377 -1.366 0.819 0.204
H -0.2413 2.4994 -2.9835 -0.157 2.938 0.951 0.471
H 0.6924 1.5304 -3.6646 -1.760 0.171 0.461 0.480
O -0.2396 1.6466 -3.3118 1.869 -3.066 -1.404 -0.943
H -0.1184 -2.3298 1.6212 -0.973 0.228 1.508 0.510
H -1.1551 -3.6668 1.1165 -0.686 0.426 1.402 0.534
O -0.4051 -3.0866 1.1446 1.659 -1.018 -2.671 -1.024
```
Forces are in eV/Å.

Here is 2 unconnected molecules or ions with the total composition C3H7NO in a non-equilibrium geometry from the Open Molecules 2025 dataset. Energies are from the ωB97M-V functional and the def2-TZVPD basis.

The structure (SMILES) is C=CN.C=O. For the LUMO energy, the calculation gives 0.716 eV. Its highest occupied orbital energy is -9.05 eV. The value obtained for the energy above the lowest of the compared OMol25 structures with the same formula, charge and spin is 80.4 kcal per mole.

XYZ file:
```
12
Properties=species:S:1:pos:R:3:forces:R:3:nbo_charge:R:1
C -1.6318 0.7426 -1.3151 -1.469 -0.328 0.257 -0.453
C -0.6928 -0.0490 -0.7888 0.469 0.125 -0.345 -0.001
N -0.9144 -1.1727 0.1387 -1.099 -0.052 -1.579 -0.848
H -1.5657 1.7433 -1.7067 1.255 -0.024 -0.695 0.202
H -2.7186 0.5291 -1.3480 0.619 -0.450 0.876 0.184
H 0.3831 0.1450 -1.0602 -1.172 -0.077 0.832 0.189
H -1.7151 -1.7790 -0.1691 0.928 0.978 0.284 0.359
H -1.2133 -0.7150 0.9928 0.038 -0.302 0.158 0.365
C 2.4843 0.1748 1.2807 0.405 -2.329 0.462 0.259
O 1.6257 -0.6349 0.9270 1.668 2.982 0.821 -0.484
H 2.4396 1.2955 1.5538 -0.786 -1.331 -0.738 0.125
H 3.5191 -0.2797 1.4949 -0.855 0.808 -0.332 0.102
```
Forces are in eV/Å.